{
  "formula": "C2H5N3O",
  "method": "wB97M-V/def2-TZVPD",
  "smiles": "OCCN1N=N1",
  "energy_ha": -318.50056,
  "homo_ev": -9.42,
  "e_above_lowest_kcal_mol": 156.8,
  "lumo_ev": 0.2,
  "symbols": ["O", "C", "C", "N", "N", "N", "H", "H", "H", "H", "H"],
  "positions_angstrom": [[-0.4520, -1.2951, -0.7836], [0.2542, -0.4740, 0.0285], [-0.2996, 0.8873, 0.1007], [0.6452, 1.7591, -1.1776], [1.6939, 0.8700, -1.6268], [0.6441, 1.0598, -2.2776], [-1.4077, -0.9094, -0.7957], [0.5089, -0.9357, 0.9842], [1.2662, -0.3012, -0.3389], [-1.3448, 0.8732, -0.4116], [0.0020, 1.4264, 0.8962]],
  "lowdin_charge": [-0.053, -0.405, -0.029, -0.106, 0.047, 0.018, 0.136, 0.128, 0.077, 0.134, 0.053]
}

---

{
  "formula": "C36H34BBrIN14NaO3",
  "method": "wB97M-V/def2-TZVPD",
  "total_charge": 1,
  "multiplicity": 2,
  "energy_ha": -5443.33679,
  "homo_ev": [-10.62, -10.35],
  "e_above_lowest_kcal_mol": 27.2,
  "lumo_ev": [-2.9, -6.4],
  "symbols": ["Na", "C", "C", "N", "N", "C", "B", "N", "C", "C", "C", "N", "N", "C", "C", "C", "N", "N", "C", "C", "C", "N", "H", "H", "H", "H", "H", "H", "H", "H", "H", "H", "H", "H", "C", "O", "C", "C", "C", "Br", "C", "C", "C", "O", "C", "N", "C", "C", "C", "C", "C", "C", "N", "H", "H", "H", "H", "H", "H", "H", "H", "H", "H", "H", "I", "C", "C", "C", "C", "C", "N", "H", "H", "H", "H", "C", "N", "C", "C", "C", "N", "C", "O", "N", "H", "H", "H", "H", "H", "H", "H"],
  "positions_angstrom": [[-0.0121, -0.3329, -0.1696], [-0.5018, 4.2951, -0.7685], [-0.5512, 2.9901, -1.3081], [0.1465, 2.1322, -0.5609], [0.7062, 2.8479, 0.4529], [0.2859, 4.1522, 0.3677], [1.5283, 2.1676, 1.5874], [0.6070, 1.1395, 2.4353], [0.7489, 0.8654, 3.7334], [-0.1865, -0.0601, 4.1292], [-0.9730, -0.2192, 2.9638], [-0.5186, 0.5051, 1.9341], [2.7297, 1.3619, 0.9728], [3.8543, 1.9179, 0.4386], [4.4654, 1.0158, -0.3792], [3.6203, -0.0800, -0.3058], [2.5881, 0.1139, 0.5071], [2.0660, 3.1956, 2.5808], [3.2825, 3.1462, 3.2201], [3.2670, 4.1241, 4.2012], [1.9559, 4.6887, 4.1011], [1.2751, 4.1194, 3.1174], [-1.0388, 5.1706, -1.1104], [-1.0873, 2.5402, -2.1960], [0.6285, 4.8869, 1.1397], [1.5282, 1.3154, 4.3269], [-0.2619, -0.4495, 5.1384], [-1.9555, -0.7239, 2.9676], [4.1035, 2.9725, 0.6543], [5.3371, 1.2516, -0.9940], [3.6882, -1.0264, -0.8517], [4.0346, 2.3994, 2.9969], [4.1047, 4.3107, 4.8560], [1.6097, 5.5724, 4.6394], [-1.7496, -4.3632, -2.4848], [-2.0340, -3.3075, -1.6284], [-3.0990, -2.5483, -1.7217], [-4.0828, -2.7268, -2.6589], [-5.0913, -1.7519, -2.7638], [-6.4679, -2.1189, -3.9634], [-5.0723, -0.5632, -1.9398], [-4.0479, -0.3797, -0.9866], [-3.1196, -1.4426, -0.8233], [-2.1446, -1.3416, 0.0097], [-4.0002, 0.8363, -0.2146], [-4.8035, 1.8659, -0.4439], [-4.3299, 2.8821, 0.4526], [-4.7745, 4.1723, 0.5765], [-3.9939, 4.9416, 1.4791], [-2.9834, 4.3287, 2.2881], [-2.5669, 3.0308, 2.1577], [-3.2931, 2.3481, 1.2099], [-3.0815, 1.0739, 0.8044], [-2.3613, -5.2259, -2.2431], [-0.7137, -4.6410, -2.3153], [-1.8362, -4.0061, -3.5113], [-4.1542, -3.6056, -3.2562], [-5.6868, 0.3248, -2.0946], [-1.6434, -2.1570, 0.3055], [-5.6073, 4.5826, -0.0694], [-4.2029, 6.0059, 1.6814], [-2.5213, 5.0455, 2.9958], [-1.7524, 2.5316, 2.6815], [-2.2081, 0.5490, 0.7872], [-2.1857, -5.0708, 1.3207], [-0.2311, -4.4381, 1.5733], [0.7257, -5.3609, 1.9669], [2.0217, -4.9056, 2.3042], [2.1617, -3.5319, 2.3490], [1.1348, -2.6698, 1.9400], [-0.0844, -3.1133, 1.4955], [0.4323, -6.3702, 1.9157], [2.8247, -5.5793, 2.5313], [3.1148, -3.0151, 2.5135], [1.2975, -1.5573, 1.8300], [1.4386, 0.2432, -4.3800], [2.0862, -0.9867, -3.9312], [3.2108, -1.4121, -4.5972], [3.7455, -2.6149, -4.3598], [3.1529, -3.3955, -3.3146], [2.0933, -2.9467, -2.5952], [1.5987, -1.6896, -2.8332], [0.6981, -1.1852, -2.1149], [3.7579, -4.5501, -2.9552], [1.8405, 0.5258, -5.3587], [1.5968, 1.0259, -3.6355], [0.3345, 0.0167, -4.4156], [3.6187, -0.7859, -5.3835], [4.5555, -3.0197, -4.9287], [4.2539, -5.0910, -3.6957], [3.1548, -5.1680, -2.3696]],
  "lowdin_charge": [0.262, -0.066, -0.165, 0.032, 0.012, -0.073, -0.600, 0.026, -0.086, -0.042, -0.175, -0.005, -0.011, -0.096, -0.063, -0.166, 0.063, -0.045, -0.094, -0.054, -0.137, 0.046, 0.093, 0.119, 0.119, 0.128, 0.103, 0.122, 0.137, 0.106, 0.102, 0.116, 0.090, 0.104, -0.049, -0.102, -0.211, -0.046, -0.629, 0.875, -0.006, -0.026, -0.127, 0.096, -0.248, 0.206, -0.202, -0.002, -0.049, -0.059, 0.006, -0.207, 0.186, 0.099, 0.100, 0.113, 0.104, 0.121, 0.109, 0.138, 0.110, 0.121, 0.112, 0.092, 0.996, -0.795, -0.122, -0.028, -0.049, -0.092, 0.010, 0.072, 0.111, 0.120, 0.094, 0.002, -0.044, -0.034, -0.011, -0.372, 0.182, -0.480, -0.031, 0.135, 0.095, 0.096, 0.114, 0.138, 0.109, 0.130, 0.126]
}

---

{
  "formula": "C7H14N5O",
  "method": "wB97M-V/def2-TZVPD",
  "total_charge": 1,
  "smiles": "CC1=C(/N=N\\[N+](C)=C/O)NCN1C",
  "energy_ha": -623.77416,
  "homo_ev": -11.81,
  "e_above_lowest_kcal_mol": 54.5,
  "lumo_ev": -3.8,
  "symbols": ["C", "C", "C", "N", "N", "N", "C", "C", "O", "N", "C", "N", "C", "H", "H", "H", "H", "H", "H", "H", "H", "H", "H", "H", "H", "H", "H"],
  "positions_angstrom": [[1.6963, 2.2489, -0.7112], [1.0906, 0.9616, -0.2399], [-0.2368, 0.7035, 0.0368], [-1.1800, 1.5928, -0.0904], [-2.4098, 1.4385, -0.0580], [-2.9457, 0.1321, 0.0982], [-3.7125, -0.2164, 1.2396], [-2.6317, -0.7583, -0.7541], [-1.9670, -0.6178, -1.8613], [-0.3479, -0.6590, 0.4914], [0.9561, -1.2509, 0.3644], [1.8555, -0.1003, 0.0705], [3.2010, -0.5022, -0.4476], [2.1301, 2.8570, 0.0910], [0.8541, 2.9492, -0.9279], [2.3379, 2.1123, -1.5835], [-4.1640, -1.1185, 0.8149], [-2.9725, -0.2624, 2.0984], [-4.3901, 0.5689, 1.5212], [-3.1604, -1.8005, -0.7771], [-1.1776, 0.0299, -1.7613], [-0.6209, -0.7704, 1.4548], [0.9654, -1.9524, -0.5043], [1.3855, -1.7195, 1.2849], [3.2815, -1.4673, -0.1217], [3.0912, -0.4898, -1.5825], [3.9662, 0.2432, -0.0481]],
  "lowdin_charge": [0.021, -0.184, -0.323, 0.064, 0.084, -0.156, 0.013, -0.199, 0.116, 0.036, -0.131, -0.079, 0.022, 0.108, 0.098, 0.095, 0.102, 0.123, 0.102, 0.204, 0.152, 0.127, 0.145, 0.156, 0.046, 0.128, 0.129]
}

---

{
  "formula": "C18H23N2O4S2Tc",
  "method": "wB97M-V/def2-TZVPD",
  "total_charge": 1,
  "multiplicity": 2,
  "energy_ha": -1987.03260,
  "homo_ev": [-11.81, -11.87],
  "e_above_lowest_kcal_mol": 1.7,
  "lumo_ev": [-3.7, -4.8],
  "symbols": ["Tc", "C", "C", "C", "C", "C", "C", "C", "C", "C", "C", "H", "H", "H", "H", "H", "H", "H", "H", "H", "H", "H", "H", "H", "H", "H", "S", "C", "N", "C", "S", "O", "C", "C", "C", "C", "C", "C", "H", "H", "H", "H", "H", "H", "H", "H", "O", "N", "O", "O"],
  "positions_angstrom": [[-0.5511, 0.1926, 0.0918], [-1.6617, 1.1150, 1.7299], [-2.5951, 0.7160, 0.7183], [-2.5823, -0.7189, 0.6639], [-1.6398, -1.2043, 1.6109], [-1.0750, -0.0855, 2.2741], [-0.1258, -0.1371, 3.4221], [-1.3130, -2.6401, 1.8621], [-3.4593, -1.5513, -0.2061], [-3.5298, 1.5972, -0.0457], [-1.4129, 2.5049, 2.2166], [0.4564, 0.7793, 3.4951], [0.5521, -0.9861, 3.3522], [-0.6941, -0.2390, 4.3495], [-1.3987, -3.2366, 0.9555], [-2.0077, -3.0530, 2.5967], [-0.3046, -2.7571, 2.2546], [-4.3754, -1.7747, 0.3467], [-2.9936, -2.4979, -0.4725], [-3.7353, -1.0306, -1.1189], [-3.6393, 1.2624, -1.0765], [-3.1840, 2.6281, -0.0578], [-4.5151, 1.5814, 0.4236], [-2.0573, 2.7151, 3.0725], [-1.6162, 3.2367, 1.4391], [-0.3756, 2.6310, 2.5245], [-0.5680, 2.2763, -1.1677], [1.0559, 2.7123, -1.2521], [2.1656, 3.0178, -1.3409], [3.5461, 0.3555, -0.0347], [2.4438, 0.2915, 1.3618], [1.1616, 1.0246, 0.8757], [3.1824, 1.4663, 2.4428], [3.3770, 2.7807, 2.0288], [3.9608, 3.6653, 2.9181], [4.3448, 3.2358, 4.1848], [4.1451, 1.9214, 4.5800], [3.5513, 1.0224, 3.7057], [3.5709, 1.3652, -0.4419], [3.1800, -0.3547, -0.7732], [4.5223, 0.0466, 0.3389], [3.0737, 3.1008, 1.0397], [4.1236, 4.6919, 2.6206], [4.8053, 3.9355, 4.8689], [4.4453, 1.5961, 5.5662], [3.3827, -0.0065, 3.9982], [0.0828, -1.8293, -2.9729], [-0.1213, -1.2123, -1.9926], [-1.2205, -0.5867, -1.7424], [0.7404, -1.0467, -1.0493]],
  "lowdin_charge": [1.398, -0.321, -0.324, -0.257, -0.244, -0.275, -0.014, 0.006, -0.001, -0.031, -0.013, 0.071, 0.078, 0.114, 0.088, 0.109, 0.086, 0.114, 0.090, 0.087, 0.090, 0.065, 0.108, 0.106, 0.069, 0.082, 0.721, -0.753, 0.090, -0.202, 1.034, -0.677, -0.409, -0.051, -0.043, -0.047, -0.056, -0.083, 0.036, 0.055, 0.080, 0.094, 0.119, 0.116, 0.115, 0.112, 0.209, -0.486, -0.137, -0.116]
}

---

Which formula does entry 1 have? C2H5N3O